1.
Computed, not measured: an isolated molecule of C5H13N3 in a non-equilibrium geometry, with the ωB97M-V functional and the def2-TZVPD basis.

Its energy is -9864.5310 eV. As for the spin multiplicity: 1. As for the structure (SMILES): C=CN(C)[C@H](N)NC. As for the HOMO-LUMO gap: 0.3300 Eh. For the relative energy (zero: lowest compared OMol25 entry of this formula, charge and spin), the calculation gives 42.3 kcal per mole. The largest force on an atom comes out at 0.057 hartree/bohr. Its highest occupied orbital energy is -7.96 eV.

Geometry as XYZ:
```
21
Properties=species:S:1:pos:R:3:forces:R:3
C -0.359 0.509 2.769 0.314 0.175 -0.596
C -0.121 -0.015 1.558 1.362 2.208 1.408
N 0.113 0.826 0.382 -0.767 -1.976 0.977
C 0.950 1.994 0.468 -0.120 0.112 0.627
C 0.277 -0.018 -0.771 -1.058 -0.722 0.421
N -0.003 0.744 -1.963 0.193 0.002 -0.271
N -0.640 -1.129 -0.439 0.178 -0.422 -1.767
C -0.483 -2.324 -1.247 -0.035 0.343 -0.148
H -0.443 1.569 2.940 -0.220 0.249 -0.045
H -0.346 -0.105 3.652 -0.163 -0.277 0.037
H 0.073 -1.079 1.542 -0.032 0.382 -0.420
H 1.110 2.375 -0.540 0.075 -0.014 0.134
H 0.427 2.751 1.054 0.165 0.136 -0.074
H 1.900 1.773 0.975 0.064 0.089 -0.151
H 1.295 -0.444 -0.865 -0.178 -0.008 -0.062
H -0.937 1.136 -1.930 0.006 -0.048 0.097
H 0.081 0.171 -2.794 0.050 0.032 -0.002
H -1.602 -0.800 -0.459 0.172 0.101 -0.011
H 0.553 -2.658 -1.184 0.025 -0.092 0.004
H -1.121 -3.109 -0.844 -0.020 -0.078 -0.102
H -0.724 -2.167 -2.307 -0.010 -0.193 -0.057
```
Positions in Å, forces in eV/Å.

Mulliken atomic charge list, values in e, 2 entries:
1. C -0.8468
2. C 0.0513

***

2.
Computed, not measured: C4H12N2O2 as an isolated structure in a non-equilibrium geometry, with the ωB97M-V functional and the def2-TZVPD basis.

Its energy is -11414.0379 eV. As for the spin multiplicity: 1. As for the HOMO-LUMO gap: 0.2764 Eh. For the relative energy (zero: lowest compared OMol25 entry of this formula, charge and spin), the calculation gives 119.4 kcal per mole. The largest force on an atom comes out at 0.059 hartree/bohr. Its highest occupied orbital energy is -6.95 eV.

Geometry as XYZ:
```
20
Properties=species:S:1:pos:R:3:forces:R:3
C -0.695 -0.276 -0.026 -0.780 0.121 -0.429
C 1.509 0.675 0.222 -0.981 0.717 0.647
C -0.451 0.944 0.631 2.833 -0.743 -0.724
C -0.637 -1.568 0.723 -0.199 0.100 0.039
N -0.850 -0.343 -1.376 -0.044 0.058 0.735
N 1.744 0.900 -1.154 -0.051 -0.091 -0.087
O 2.171 -0.411 0.835 -0.168 -0.030 -0.159
O -2.505 0.677 0.875 -0.472 -0.193 -0.098
H 2.084 -1.187 0.268 0.017 0.040 0.032
H -2.959 1.339 0.340 -0.128 -0.131 0.021
H 1.788 1.546 0.809 0.159 -0.014 -0.078
H -1.191 0.488 -1.835 0.074 -0.018 0.051
H -1.215 -1.205 -1.750 0.024 0.012 0.065
H 2.719 1.066 -1.382 -0.074 -0.049 0.058
H 1.350 0.183 -1.754 0.065 0.055 0.034
H -0.539 1.878 0.098 -0.144 -0.022 0.079
H -0.370 0.936 1.703 -0.150 0.043 -0.031
H 0.059 -1.512 1.557 0.031 0.070 -0.088
H -1.635 -1.721 1.138 -0.001 0.022 -0.057
H -0.378 -2.410 0.078 -0.009 0.052 -0.011
```
Positions in Å, forces in eV/Å.

Mulliken atomic charge list, values in e, 2 entries:
1. C 0.7967
2. C -0.3886

***

3.
Computed, not measured: a 6-piece molecular cluster, C30H65BF3N2O16 overall in a non-equilibrium geometry, with the ωB97M-V functional and the def2-TZVPD basis.

Its energy is -76731.1158 eV. As for the spin multiplicity: 1. As for the net charge: -1. As for the HOMO-LUMO gap: 0.2511 Eh. For the relative energy (zero: lowest compared OMol25 entry of this formula, charge and spin), the calculation gives 6.1 kcal per mole. The largest force on an atom comes out at 0.026 hartree/bohr. Its highest occupied orbital energy is -4.84 eV.

Geometry as XYZ:
```
117
Properties=species:S:1:pos:R:3:forces:R:3
C 0.414 1.987 -4.792 -0.213 -0.745 -0.018
O 0.825 1.826 -3.451 0.444 0.543 0.058
B 0.487 2.823 -2.565 -0.103 -0.353 0.271
O -0.867 3.042 -2.319 0.273 0.122 -0.687
C 1.599 3.739 -1.847 -0.403 0.459 0.885
N 2.099 4.799 -2.714 0.024 -0.412 -0.952
C 1.048 5.450 -3.471 0.489 0.821 -0.094
C 1.524 6.846 -3.882 0.070 -0.646 0.149
C 2.853 6.818 -4.595 -0.514 0.508 -0.306
F 3.902 6.905 -3.781 0.358 -0.163 0.245
F 2.948 7.880 -5.443 0.081 0.268 -0.038
F 3.004 5.743 -5.373 0.179 -0.424 -0.175
C 0.895 4.399 -0.593 -0.461 0.179 1.258
O 0.469 3.602 0.275 0.310 0.128 -0.583
O 0.863 5.653 -0.564 0.040 -0.400 -0.354
N 2.689 2.901 -1.279 0.610 0.059 -0.893
C 3.453 3.603 -0.277 0.318 0.351 0.478
C 3.353 3.024 1.102 -0.053 -0.472 -0.012
O 4.159 4.558 -0.500 -0.193 -0.161 -0.226
C 3.533 2.270 -2.278 -0.062 -1.257 0.160
C 4.595 3.029 -3.021 -0.357 0.165 -0.250
O 3.371 1.084 -2.490 0.129 0.595 0.033
H -0.664 2.109 -4.884 -0.201 0.242 0.066
H 0.947 2.801 -5.273 0.063 0.272 -0.078
H 0.668 1.077 -5.321 0.146 -0.194 -0.140
H -1.164 3.760 -2.885 -0.391 0.232 0.255
H 2.538 5.519 -2.153 -0.045 -0.162 0.501
H 0.837 4.930 -4.403 -0.216 -0.480 -0.005
H 0.146 5.624 -2.881 -0.229 -0.170 0.035
H 0.810 7.291 -4.560 -0.207 0.204 -0.121
H 1.618 7.451 -2.990 0.053 0.295 0.155
H 4.274 2.494 1.341 0.284 0.019 -0.130
H 3.237 3.813 1.830 -0.123 0.253 0.134
H 2.544 2.312 1.153 -0.330 0.041 0.084
H 5.207 2.342 -3.589 0.217 -0.253 0.093
H 4.080 3.675 -3.726 -0.157 0.223 -0.050
H 5.169 3.686 -2.386 0.168 0.087 0.196
C 5.740 -0.196 -8.457 0.031 -0.096 0.018
O 5.380 -1.159 -7.486 -0.037 0.136 -0.087
C 5.017 -0.581 -6.237 0.017 -0.318 0.016
C 3.518 -0.529 -6.055 -0.088 0.353 0.278
O 2.907 0.364 -6.979 0.035 -0.126 -0.186
C 2.294 -0.293 -8.070 -0.015 0.085 0.072
H 5.790 -0.700 -9.422 0.017 -0.042 0.018
H 5.007 0.611 -8.518 0.013 0.026 0.018
H 6.727 0.224 -8.231 -0.023 0.085 -0.021
H 5.447 0.420 -6.136 -0.033 0.036 -0.010
H 5.443 -1.213 -5.453 -0.010 0.040 0.029
H 3.299 -0.153 -5.051 0.026 -0.020 0.021
H 3.085 -1.531 -6.143 0.029 -0.037 -0.058
H 1.369 -0.786 -7.749 0.010 -0.068 -0.048
H 2.960 -1.032 -8.524 -0.006 -0.031 0.007
H 2.046 0.462 -8.815 -0.016 0.036 0.034
C 3.541 -2.221 1.198 0.061 0.043 0.013
O 4.613 -2.763 0.443 -0.125 -0.029 0.036
C 4.378 -4.089 0.004 0.331 0.136 -0.026
C 3.950 -4.128 -1.447 -0.300 -0.181 0.026
O 2.681 -3.529 -1.627 -0.031 0.098 0.000
C 2.751 -2.206 -2.148 0.036 -0.049 -0.041
H 3.716 -1.152 1.298 0.042 -0.004 -0.021
H 2.579 -2.375 0.705 -0.008 -0.015 0.013
H 3.516 -2.669 2.198 -0.072 -0.017 -0.008
H 3.629 -4.581 0.634 -0.055 0.006 -0.023
H 5.321 -4.636 0.109 -0.026 -0.041 -0.006
H 3.863 -5.174 -1.763 0.057 -0.005 0.008
H 4.702 -3.645 -2.079 0.029 0.047 0.032
H 3.012 -2.240 -3.212 0.041 0.104 0.004
H 3.480 -1.598 -1.612 0.002 0.037 -0.038
H 1.772 -1.744 -2.042 -0.017 -0.037 -0.003
C -2.368 0.152 -0.528 -0.008 0.188 -0.115
O -2.333 -0.862 -1.526 0.013 -0.066 0.260
C -1.084 -1.533 -1.566 -0.206 -0.006 -0.307
C -1.147 -2.883 -0.887 0.351 0.042 0.155
O -1.368 -2.757 0.513 -0.178 -0.025 -0.054
C -2.711 -3.004 0.880 0.077 -0.002 0.086
H -3.405 0.464 -0.407 -0.028 -0.039 -0.071
H -1.997 -0.216 0.432 0.026 -0.010 -0.010
H -1.780 1.018 -0.843 0.025 -0.001 0.104
H -0.300 -0.914 -1.121 0.012 -0.011 0.035
H -0.834 -1.684 -2.622 0.079 -0.014 0.011
H -0.186 -3.391 -1.019 -0.005 0.007 -0.027
H -1.925 -3.504 -1.343 -0.047 0.029 -0.006
H -2.927 -4.078 0.827 -0.095 0.014 -0.034
H -3.412 -2.459 0.244 -0.004 -0.011 -0.015
H -2.846 -2.675 1.910 0.043 0.001 0.009
C -6.764 0.709 5.706 0.041 0.061 0.054
O -5.375 0.608 5.955 -0.112 -0.056 -0.074
C -4.905 -0.732 5.958 0.200 0.216 0.119
C -4.212 -1.084 4.660 -0.132 -0.287 -0.095
O -5.118 -1.100 3.569 -0.064 0.158 0.048
C -5.038 0.066 2.763 0.062 -0.081 -0.089
H -6.989 1.756 5.509 0.039 0.016 0.029
H -7.063 0.115 4.840 -0.009 -0.025 0.010
H -7.334 0.388 6.586 -0.056 -0.047 -0.047
H -5.724 -1.429 6.162 0.000 -0.033 -0.030
H -4.180 -0.815 6.775 -0.001 -0.053 -0.004
H -3.796 -2.093 4.748 0.042 0.019 0.033
H -3.385 -0.394 4.467 -0.008 0.042 0.025
H -4.126 0.041 2.159 0.007 0.113 0.004
H -5.056 0.977 3.364 0.039 -0.005 0.021
H -5.898 0.071 2.095 -0.008 -0.090 0.006
C -5.789 -2.129 9.504 -0.039 0.076 -0.109
O -5.761 -3.121 8.492 0.047 0.001 0.227
C -4.516 -3.801 8.427 -0.210 -0.047 -0.314
C -4.585 -5.159 9.089 0.270 0.000 0.184
O -4.785 -5.052 10.491 -0.144 0.044 -0.047
C -6.123 -5.292 10.883 0.055 -0.019 0.042
H -6.822 -1.810 9.634 -0.019 -0.026 -0.073
H -5.417 -2.512 10.457 0.029 -0.004 -0.005
H -5.193 -1.263 9.199 0.024 0.020 0.088
H -3.721 -3.196 8.873 0.008 -0.016 0.049
H -4.281 -3.940 7.367 0.046 -0.006 0.012
H -3.631 -5.673 8.937 -0.010 -0.002 -0.040
H -5.373 -5.765 8.632 -0.039 0.031 -0.020
H -6.356 -6.360 10.813 -0.069 0.013 -0.027
H -6.831 -4.725 10.273 -0.005 -0.013 -0.020
H -6.225 -4.979 11.921 0.050 -0.017 0.013
```
Positions in Å, forces in eV/Å.

Mulliken atomic charge list, values in e, 2 entries:
1. C -0.6743
2. O -0.0006

***

4.
Computed, not measured: C5H5NO as an isolated structure in a non-equilibrium geometry, with the ωB97M-V functional and the def2-TZVPD basis.

Its energy is -8798.7137 eV. As for the spin multiplicity: 1. As for the HOMO-LUMO gap: 0.3670 Eh. For the relative energy (zero: lowest compared OMol25 entry of this formula, charge and spin), the calculation gives 108.5 kcal per mole. The largest force on an atom comes out at 0.059 hartree/bohr. Its highest occupied orbital energy is -9.25 eV.

Geometry as XYZ:
```
12
Properties=species:S:1:pos:R:3:forces:R:3
O 2.498 -0.026 1.079 -1.074 0.871 -0.620
C 1.409 0.372 1.376 1.331 1.912 1.923
C 0.115 -0.613 -0.332 -0.274 0.914 -0.172
C -1.337 -0.758 -0.544 -0.399 -0.095 -0.063
C -0.740 0.544 -0.991 -0.638 0.333 -0.733
C -0.016 1.012 0.091 0.636 -2.035 0.214
N 0.604 1.646 0.967 1.296 -1.256 -1.050
H 0.930 0.172 2.322 -0.597 -1.187 0.303
H 0.891 -1.127 -0.914 -0.324 0.470 0.436
H -2.010 -0.746 0.311 0.085 -0.026 -0.123
H -1.673 -1.385 -1.368 0.092 0.055 0.125
H -0.671 0.911 -1.996 -0.133 0.044 -0.241
```
Positions in Å, forces in eV/Å.

Mulliken atomic charge list, values in e, 2 entries:
1. O -0.4901
2. C 0.2710